A gas-phase ion, C3H9BrNO (charge +1). Source: the OMol25 dataset; level of theory: ωB97M-V/def2-TZVPD.

CARTESIAN COORDINATES (ANGSTROEM)
C  0.006  1.603  0.525
C  -0.165  -1.025  0.926
C  0.607  0.031  0.113
N  0.267  -0.129  -1.331
O  -1.477  -1.084  0.303
Br  2.535  0.020  -0.015
H  0.433  2.432  -0.086
H  -1.005  1.677  0.333
H  -0.027  1.706  1.522
H  0.389  -2.096  0.823
H  -0.144  -0.801  1.921
H  0.177  0.704  -1.914
H  0.822  -0.663  -1.948
H  -0.762  -0.340  -1.460
H  -1.658  -2.037  0.289

Results
relative energy (zero: lowest compared OMol25 entry of this formula, charge and spin): 50.8 kJ/mol
charge: +1
lowest unoccupied orbital energy (spin up / spin down): -3.40 / -8.44 eV
gap between HOMO and LUMO (spin up / spin down): 6.25 / 6.91 eV
max |F|: 8.01 eV/Å
calculated total energy: -76823.07987 eV
spin multiplicity: 3



2 unconnected molecules or ions with the total composition C3H9Cl3NSi. Source: the OMol25 dataset; level of theory: ωB97M-V/def2-TZVPD.

CARTESIAN COORDINATES (ANGSTROEM)
C  -0.522  0.685  -1.856
C  -0.322  -1.451  -0.586
C  1.127  0.442  -0.160
N  0.433  -0.310  -1.219
Si  -0.351  0.552  3.037
Cl  0.262  -1.286  3.332
Cl  0.869  1.987  3.654
Cl  -2.299  1.066  3.375
H  -0.750  1.267  -0.967
H  0.080  1.365  -2.556
H  -1.261  0.101  -2.371
H  -1.370  -1.323  -0.708
H  -0.003  -2.487  -1.089
H  0.028  -1.615  0.422
H  2.171  0.300  -0.212
H  0.839  1.424  -0.186
H  1.068  -0.718  -1.911

Results
relative energy (zero: lowest compared OMol25 entry of this formula, charge and spin): 398.7 kJ/mol
charge: +1
lowest unoccupied orbital energy (spin up / spin down): -5.29 / -4.56 eV
gap between HOMO and LUMO (spin up / spin down): 5.96 / 9.05 eV
max |F|: 4.06 eV/Å
calculated total energy: -50184.94339 eV



A gas-phase ion, C3H9Cl3NSi (charge +1). Source: the OMol25 dataset; level of theory: ωB97M-V/def2-TZVPD.

CARTESIAN COORDINATES (ANGSTROEM)
C  -0.515  0.219  -0.846
N  0.013  -0.770  0.171
C  -0.637  -0.804  1.478
Si  1.901  -0.572  0.043
Cl  2.623  -1.165  1.918
Cl  2.429  -1.864  -1.450
C  2.469  1.264  -0.521
Cl  4.125  1.161  -1.099
H  -0.398  1.115  -0.184
H  0.244  0.150  -1.662
H  -1.522  -0.118  -1.050
H  -0.054  -1.698  -0.307
H  -1.725  -0.796  1.321
H  -0.212  -1.763  1.874
H  -0.333  0.058  1.937
H  1.775  1.719  -1.202
H  2.367  1.902  0.336

Results
relative energy (zero: lowest compared OMol25 entry of this formula, charge and spin): 115.5 kJ/mol
SMILES: C[NH+](C)[Si](Cl)(Cl)CCl
charge: +1
lowest unoccupied orbital energy: -3.45 eV
gap between HOMO and LUMO: 10.97 eV
max |F|: 3.49 eV/Å
calculated total energy: -50187.87796 eV



A molecular structure, C3H9FN2O. Source: the OMol25 dataset; level of theory: ωB97M-V/def2-TZVPD.

CARTESIAN COORDINATES (ANGSTROEM)
C  0.575  1.010  1.079
C  0.580  0.531  -0.406
C  -0.742  0.189  -0.917
H  0.974  -0.925  2.078
H  -0.618  -0.461  1.962
H  -0.061  1.864  1.314
H  1.475  1.321  1.511
H  1.400  -0.446  -0.560
H  -1.522  0.939  -0.871
H  -0.460  0.090  -2.236
H  -0.543  -2.625  0.391
H  -0.550  -2.665  -1.080
N  0.250  -0.025  2.028
N  -0.335  -2.043  -0.301
O  -1.366  -1.034  -0.347
F  0.994  1.697  -1.150

Results
relative energy (zero: lowest compared OMol25 entry of this formula, charge and spin): 35.3 kJ/mol
lowest unoccupied orbital energy: 0.86 eV
gap between HOMO and LUMO: 9.90 eV
max |F|: 5.27 eV/Å
calculated total energy: -10997.78584 eV



2 unconnected molecules or ions with the total composition C3H9FNS. Source: the OMol25 dataset; level of theory: ωB97M-V/def2-TZVPD.

CARTESIAN COORDINATES (ANGSTROEM)
C  -2.338  -0.117  -0.154
C  -0.300  -1.519  0.174
C  -0.906  -0.193  -0.004
N  2.894  0.969  0.003
F  -0.940  2.397  0.074
S  0.092  1.158  0.174
H  -2.892  0.972  -0.226
H  -2.822  -0.660  -1.008
H  -2.661  -0.663  0.719
H  -0.869  -2.297  -0.331
H  0.159  -1.726  1.207
H  0.766  -1.668  -0.250
H  3.639  0.275  0.002
H  2.967  1.397  -0.945
H  3.213  1.675  0.565

Results
relative energy (zero: lowest compared OMol25 entry of this formula, charge and spin): 34.6 kJ/mol
charge: +1
lowest unoccupied orbital energy: -5.79 eV
gap between HOMO and LUMO: 8.69 eV
max |F|: 4.24 eV/Å
calculated total energy: -18290.71003 eV



2 unconnected molecules or ions with the total composition C3H9FO2Si. Source: the OMol25 dataset; level of theory: ωB97M-V/def2-TZVPD.

CARTESIAN COORDINATES (ANGSTROEM)
C  3.164  0.060  -0.834
Si  1.594  -0.035  -0.169
F  0.849  -1.348  0.327
O  0.382  0.989  0.037
C  0.306  2.374  -0.248
H  3.820  -0.800  -0.800
H  3.805  0.901  -0.975
H  1.028  2.715  -0.851
H  0.218  3.087  0.625
H  -0.584  2.269  -0.929
C  -2.671  -2.053  0.471
O  -2.061  -1.119  1.447
H  -3.095  -1.227  -0.305
H  -3.519  -2.468  0.986
H  -1.909  -2.752  0.183
H  -1.327  -0.594  1.035

Results
relative energy (zero: lowest compared OMol25 entry of this formula, charge and spin): 352.8 kJ/mol
SMILES: C=[Si](F)OC.CO
lowest unoccupied orbital energy: 0.26 eV
gap between HOMO and LUMO: 8.86 eV
max |F|: 4.95 eV/Å
calculated total energy: -17946.17398 eV



2 unconnected molecules or ions with the total composition C3H9FSi. Source: the OMol25 dataset; level of theory: ωB97M-V/def2-TZVPD.

CARTESIAN COORDINATES (ANGSTROEM)
C  -0.828  0.312  1.790
C  -1.632  0.329  -1.651
C  2.573  -1.161  -0.468
F  -1.929  -1.636  0.308
Si  -0.890  -0.366  0.008
H  -0.532  -0.546  2.428
H  -0.036  1.115  1.745
H  -1.864  0.720  2.017
H  -1.693  1.412  -1.610
H  -1.165  -0.142  -2.508
H  -2.747  0.000  -1.600
H  2.825  -1.976  -1.023
H  3.043  -0.188  -0.922
H  2.794  -1.213  0.601

Results
relative energy (zero: lowest compared OMol25 entry of this formula, charge and spin): 480.0 kJ/mol
lowest unoccupied orbital energy (spin up / spin down): -0.17 / 0.08 eV
gap between HOMO and LUMO (spin up / spin down): 8.94 / 7.35 eV
max |F|: 4.65 eV/Å
calculated total energy: -13849.83032 eV



A gas-phase ion, C3H9IN (charge +1). Source: the OMol25 dataset; level of theory: ωB97M-V/def2-TZVPD.

CARTESIAN COORDINATES (ANGSTROEM)
N  0.689  -0.155  -1.684
C  0.948  -1.042  -0.491
C  -0.155  -0.412  0.893
C  -0.993  1.148  1.397
I  -2.577  1.783  0.019
H  1.335  -0.217  -2.444
H  0.603  0.760  -1.407
H  -0.229  -0.437  -1.974
H  0.650  -2.074  -0.678
H  1.929  -0.843  -0.179
H  0.577  -0.305  1.709
H  -0.900  -1.209  0.966
H  -0.484  2.107  1.490
H  -1.394  0.897  2.383

Results
relative energy (zero: lowest compared OMol25 entry of this formula, charge and spin): 259.7 kJ/mol
SMILES: [NH3+]CCCI
charge: +1
lowest unoccupied orbital energy: -3.84 eV
gap between HOMO and LUMO: 9.09 eV
max |F|: 4.74 eV/Å
calculated total energy: -12838.16161 eV



2 unconnected molecules or ions with the total composition C3H9IN3. Source: the OMol25 dataset; level of theory: ωB97M-V/def2-TZVPD.

CARTESIAN COORDINATES (ANGSTROEM)
C  -0.877  -1.540  -1.139
C  1.617  2.324  -0.713
C  1.559  1.203  0.040
N  -1.128  -1.053  -0.006
N  -1.977  -1.673  0.824
N  0.374  0.959  0.854
I  2.856  -0.361  0.011
H  -1.076  -2.635  -1.479
H  -0.327  -0.902  -1.817
H  2.541  2.561  -1.225
H  0.887  3.049  -0.907
H  -1.966  -2.684  0.800
H  -1.906  -1.229  1.711
H  -0.786  -0.087  0.400
H  0.440  0.338  1.646
H  -0.232  1.729  1.000

Results
relative energy (zero: lowest compared OMol25 entry of this formula, charge and spin): 235.8 kJ/mol
charge: +1
lowest unoccupied orbital energy: -4.06 eV
gap between HOMO and LUMO: 8.37 eV
max |F|: 3.02 eV/Å
calculated total energy: -15818.55997 eV



2 unconnected molecules or ions with the total composition C3H9N. Source: the OMol25 dataset; level of theory: ωB97M-V/def2-TZVPD.

CARTESIAN COORDINATES (ANGSTROEM)
C  -2.100  -0.286  0.742
C  -0.887  -0.089  0.223
N  -0.584  0.688  -0.895
H  -3.039  0.109  0.371
H  -2.254  -1.054  1.484
H  -0.060  -0.567  0.715
H  -1.373  1.198  -1.270
H  0.191  1.321  -0.763
C  2.848  -0.403  0.022
H  2.470  0.489  0.507
H  3.929  -0.436  0.068
H  2.514  -0.407  -1.012
H  2.454  -1.274  0.536

Results
relative energy (zero: lowest compared OMol25 entry of this formula, charge and spin): 79.4 kJ/mol
SMILES: C=CN.C
lowest unoccupied orbital energy: 1.07 eV
gap between HOMO and LUMO: 9.55 eV
max |F|: 1.02 eV/Å
calculated total energy: -4746.28616 eV



2 unconnected molecules or ions with the total composition C3H9N. Source: the OMol25 dataset; level of theory: ωB97M-V/def2-TZVPD.

CARTESIAN COORDINATES (ANGSTROEM)
C  -0.392  -2.110  1.044
C  -1.437  -2.102  0.159
N  -2.667  -2.617  0.559
H  -0.613  -2.348  2.076
H  0.576  -2.109  0.556
H  -1.605  -1.404  -0.654
H  -2.677  -3.153  1.413
H  -3.374  -2.047  0.147
C  3.727  5.492  -1.451
H  4.008  4.524  -1.045
H  4.488  6.250  -1.293
H  3.724  5.238  -2.526
H  2.734  5.857  -1.239

Results
relative energy (zero: lowest compared OMol25 entry of this formula, charge and spin): 170.8 kJ/mol
SMILES: C=CN.C
lowest unoccupied orbital energy: 1.24 eV
gap between HOMO and LUMO: 9.23 eV
max |F|: 3.09 eV/Å
calculated total energy: -4745.33911 eV



2 unconnected molecules or ions with the total composition C3H9N. Source: the OMol25 dataset; level of theory: ωB97M-V/def2-TZVPD.

CARTESIAN COORDINATES (ANGSTROEM)
C  -0.703  2.253  -0.949
C  -0.681  1.287  0.009
C  -1.191  1.160  1.334
H  -0.205  2.135  -1.873
H  -0.924  3.270  -0.590
H  0.189  0.640  -0.265
H  -0.709  1.692  2.160
H  -2.275  1.534  1.274
H  -0.983  0.202  1.638
N  2.102  -3.519  -0.502
H  1.830  -4.485  -0.462
H  1.231  -2.949  -0.307
H  2.318  -3.218  -1.466

Results
relative energy (zero: lowest compared OMol25 entry of this formula, charge and spin): 194.5 kJ/mol
SMILES: C=CC.N
lowest unoccupied orbital energy: 0.89 eV
gap between HOMO and LUMO: 10.00 eV
max |F|: 5.72 eV/Å
calculated total energy: -4745.09365 eV



A gas-phase ion, C3H9N2 (charge +1). Source: the OMol25 dataset; level of theory: ωB97M-V/def2-TZVPD.

CARTESIAN COORDINATES (ANGSTROEM)
N  -2.143  0.436  0.080
C  -0.953  0.145  -0.453
C  -0.346  -1.216  -0.050
C  0.376  -0.009  0.506
N  1.675  0.426  -0.155
H  -2.753  -0.215  0.590
H  -2.396  1.365  0.282
H  -0.482  0.429  -1.446
H  -0.707  -1.684  0.843
H  0.240  -1.950  -0.671
H  0.184  0.353  1.459
H  1.888  1.364  0.211
H  1.542  0.580  -1.123
H  2.502  -0.261  -0.108

Results
relative energy (zero: lowest compared OMol25 entry of this formula, charge and spin): 248.7 kJ/mol
SMILES: N[C@@H]1C[C@H]1[NH3+]
charge: +1
lowest unoccupied orbital energy: -3.71 eV
gap between HOMO and LUMO: 9.34 eV
max |F|: 5.64 eV/Å
calculated total energy: -6228.47050 eV



2 unconnected molecules or ions with the total composition C3H9N2. Source: the OMol25 dataset; level of theory: ωB97M-V/def2-TZVPD.

CARTESIAN COORDINATES (ANGSTROEM)
C  0.365  2.342  -0.393
C  0.290  0.978  0.279
C  -0.285  -0.059  -0.389
N  -0.924  -3.661  -1.068
N  0.577  1.008  1.691
H  1.317  2.387  -0.956
H  0.477  3.134  0.395
H  -0.474  2.629  -1.051
H  -0.156  -0.145  -1.480
H  -1.726  -4.321  -1.015
H  -0.018  -4.018  -0.747
H  -0.982  -2.624  -0.836
H  0.376  0.358  2.520
H  1.392  1.602  1.833

Results
relative energy (zero: lowest compared OMol25 entry of this formula, charge and spin): 611.0 kJ/mol
charge: +1
lowest unoccupied orbital energy: -8.29 eV
gap between HOMO and LUMO: 4.27 eV
max |F|: 3.87 eV/Å
calculated total energy: -6224.71622 eV



A molecular structure, C3H9N2. Source: the OMol25 dataset; level of theory: ωB97M-V/def2-TZVPD.

CARTESIAN COORDINATES (ANGSTROEM)
C  -0.485  -1.285  0.500
C  0.041  -0.793  -0.801
C  0.582  0.953  0.774
N  -0.331  0.323  1.523
N  0.070  0.805  -0.724
H  -1.485  -1.523  0.530
H  0.122  -2.053  1.138
H  1.018  -1.212  -0.945
H  -0.601  -0.921  -1.687
H  0.889  1.935  1.168
H  1.445  0.256  0.838
H  -1.164  0.815  1.403
H  0.721  1.271  -1.366
H  -0.864  1.075  -0.896

Results
relative energy (zero: lowest compared OMol25 entry of this formula, charge and spin): 307.3 kJ/mol
charge: +1
lowest unoccupied orbital energy: -3.83 eV
gap between HOMO and LUMO: 11.13 eV
max |F|: 5.11 eV/Å
calculated total energy: -6227.86346 eV



A gas-phase ion, C3H9N2 (charge +1). Source: the OMol25 dataset; level of theory: ωB97M-V/def2-TZVPD.

CARTESIAN COORDINATES (ANGSTROEM)
C  -0.910  -0.767  -0.201
C  -0.081  1.407  -0.111
C  1.588  -0.375  0.144
N  -2.041  -0.035  0.245
N  0.197  0.062  0.389
H  -0.914  -1.803  0.175
H  -0.743  -0.802  -1.289
H  -0.180  1.534  -1.174
H  0.109  2.247  0.532
H  2.284  0.307  0.631
H  1.744  -1.377  0.540
H  1.791  -0.379  -0.927
H  -2.856  -0.093  -0.357
H  0.012  0.073  1.402

Results
relative energy (zero: lowest compared OMol25 entry of this formula, charge and spin): 452.0 kJ/mol
charge: +1
lowest unoccupied orbital energy (spin up / spin down): -5.08 / -5.45 eV
gap between HOMO and LUMO (spin up / spin down): 10.38 / 8.87 eV
max |F|: 0.85 eV/Å
calculated total energy: -6226.36350 eV